DFT (ωB97M-V with the def2-TZVPD basis set) results for 6 unconnected molecules or ions with the total composition C33H50FINO16.

Calculated values
- charge = +1
- highest occupied orbital energy (eV) = -11.42

CARTESIAN COORDINATES (ANGSTROEM)
1 C -5.4785 -1.8478 9.4751
2 C -5.1302 -0.8764 8.3515
3 O -3.7687 -0.4117 8.5589
4 C -2.9892 -0.4085 7.4779
5 C -2.7108 -1.5163 6.6962
6 C -1.8765 -1.4331 5.5960
7 C -1.6224 -2.6412 4.7401
8 C -2.9091 -3.4090 4.3323
9 C -2.9101 -4.8391 4.8507
10 F -4.0579 -2.7228 4.6830
11 C -1.2756 -0.1834 5.3007
12 C -0.3000 0.0792 4.1689
13 C 0.9420 -0.8202 4.1167
14 C 1.6051 -1.0413 5.4869
15 I 3.5379 -0.1170 5.6531
16 C -1.6009 0.8871 6.1048
17 N -2.4444 0.7722 7.1563
18 H -4.5748 -2.4193 9.6879
19 H -6.2718 -2.5318 9.1938
20 H -5.7045 -1.3028 10.3863
21 H -5.8066 -0.0263 8.4195
22 H -5.2662 -1.3448 7.3793
23 H -3.1885 -2.4457 6.9650
24 H -0.9149 -3.2771 5.2700
25 H -1.1547 -2.2872 3.8311
26 H -2.9064 -3.4807 3.2460
27 H -1.8948 -5.2186 4.7461
28 H -3.1585 -4.9025 5.9087
29 H -3.5503 -5.4642 4.2354
30 H -0.8560 0.0806 3.2333
31 H 0.0661 1.0989 4.2880
32 H 1.6590 -0.3088 3.4886
33 H 0.7824 -1.7724 3.6216
34 H 1.0291 -0.6734 6.3298
35 H 1.7832 -2.1012 5.6319
36 H -1.1965 1.8674 5.9097
37 H -2.6660 1.5877 7.7128
38 C -0.2763 0.8766 -2.6672
39 C -0.3451 0.1812 -1.3340
40 C -0.8790 1.0280 -0.2100
41 O -0.2310 0.4363 0.9346
42 C 0.9308 -0.1125 0.5023
43 O 1.7915 -0.5175 1.2203
44 O 0.9782 -0.1304 -0.8474
45 H 0.3404 0.3040 -3.3602
46 H -1.2680 1.0019 -3.1000
47 H 0.1854 1.8600 -2.5737
48 H -0.8942 -0.7611 -1.4204
49 H -1.9603 0.9868 -0.1085
50 H -0.5666 2.0689 -0.2787
51 C 3.8955 1.4384 -5.8451
52 C 2.4295 1.1384 -6.0365
53 C 1.9245 1.3249 -7.4438
54 O 0.5354 1.6241 -7.2244
55 C 0.4322 2.1881 -5.9990
56 O -0.5512 2.7135 -5.5810
57 O 1.5992 2.0796 -5.3133
58 H 4.1365 1.5162 -4.7841
59 H 4.5043 0.6498 -6.2872
60 H 4.1656 2.3901 -6.3050
61 H 2.2009 0.1438 -5.6590
62 H 2.0351 0.4486 -8.0650
63 H 2.3898 2.1808 -7.9385
64 C -2.0484 7.3263 -0.2737
65 C -1.8206 5.8551 -0.0373
66 C -1.9992 4.9746 -1.2505
67 O -2.3776 3.7208 -0.6522
68 C -2.9792 4.0037 0.5296
69 O -3.5660 3.2040 1.1880
70 O -2.8156 5.3042 0.8531
71 H -2.1355 7.8555 0.6744
72 H -1.2231 7.7554 -0.8407
73 H -2.9753 7.4948 -0.8233
74 H -0.8421 5.6946 0.4248
75 H -1.0920 4.8628 -1.8396
76 H -2.8121 5.3016 -1.9010
77 C -0.7390 -4.2767 -7.9267
78 C 0.1165 -3.3362 -7.1164
79 C 0.2288 -1.9352 -7.6683
80 O 1.5077 -1.5183 -7.1576
81 C 2.2592 -2.6404 -6.9868
82 O 3.4226 -2.6294 -6.7500
83 O 1.4985 -3.7493 -7.1213
84 H -0.5817 -5.3059 -7.6063
85 H -1.7942 -4.0303 -7.8123
86 H -0.4808 -4.2259 -8.9851
87 H -0.2189 -3.3230 -6.0751
88 H -0.5581 -1.2683 -7.3236
89 H 0.2698 -1.9098 -8.7592
90 C 4.0436 -0.5509 -1.3529
91 C 5.2312 -0.4342 -2.2756
92 C 6.4680 -1.1803 -1.8371
93 O 7.5128 -0.4113 -2.4472
94 C 7.0574 0.8601 -2.5800
95 O 7.7269 1.7916 -2.8801
96 O 5.7239 0.9172 -2.3190
97 H 3.2930 0.1932 -1.6085
98 H 3.5937 -1.5408 -1.4228
99 H 4.3286 -0.3726 -0.3152
100 H 4.9453 -0.7142 -3.2947
101 H 6.4967 -2.2104 -2.1843
102 H 6.6122 -1.1590 -0.7543

Force components x, y, z for each atom (eV/Å):
0.9 0.2 -0.1
-1.0 -0.6 0.8
0.1 0.3 -0.6
-0.3 0.0 0.2
-0.1 0.0 0.2
0.1 0.4 0.0
-0.6 0.8 0.0
0.8 -0.9 -0.2
0.2 0.3 -0.1
-0.2 0.0 0.1
0.0 0.3 0.2
-0.2 -0.1 0.3
0.4 0.5 0.4
0.0 -0.3 -0.3
-0.2 0.0 0.0
0.2 -0.3 -0.2
0.3 -0.2 -0.4
-0.1 -0.3 0.0
-0.2 0.1 0.1
-0.3 -0.1 0.1
0.3 0.3 -0.2
0.4 0.1 -0.2
0.0 0.0 0.0
0.0 -0.2 0.0
0.2 -0.1 -0.1
-0.1 0.3 -0.1
0.0 -0.1 -0.1
-0.2 0.0 0.0
-0.3 -0.1 0.3
0.1 -0.2 -0.2
-0.1 0.1 0.0
0.0 0.0 -0.3
-0.2 -0.1 0.0
0.0 0.1 0.0
0.1 0.0 0.2
0.0 0.1 0.1
-0.1 -0.1 0.1
0.3 0.1 -0.1
-0.1 0.3 -0.6
-0.2 -0.1 0.2
0.1 0.0 0.0
0.1 0.0 -0.2
-0.1 0.0 -0.1
-0.2 -0.1 0.4
-0.1 -0.1 0.0
0.0 0.0 0.0
0.0 0.0 0.0
0.0 0.0 0.1
0.0 0.0 0.2
0.0 0.0 -0.1
0.0 0.3 0.2
0.7 0.2 0.1
0.0 0.2 -0.1
0.0 0.0 0.1
0.1 0.1 0.1
0.0 0.0 0.1
-0.4 -0.1 -0.3
0.0 -0.1 0.0
-0.1 0.0 0.0
0.0 0.0 0.0
-0.1 0.0 0.0
-0.1 -0.1 0.0
0.0 0.0 0.1
-0.3 0.0 0.1
0.0 0.5 -0.1
0.2 -0.1 -0.1
0.0 0.2 0.0
-0.1 0.0 0.1
0.1 -0.1 0.0
0.1 -0.2 -0.1
0.1 0.0 0.0
0.0 0.0 0.0
0.0 0.0 0.0
0.0 -0.1 0.0
0.0 -0.2 0.0
0.0 0.1 0.1
0.2 -0.2 -0.2
-0.3 -0.3 -0.3
-0.1 0.2 0.1
-0.2 -0.5 -0.1
0.1 -0.1 0.0
0.0 0.1 0.0
0.0 0.3 0.1
-0.1 0.0 0.1
0.0 0.0 0.0
0.0 0.1 0.0
0.1 0.1 0.0
0.2 0.1 0.1
0.0 -0.1 0.0
0.1 0.3 0.1
-0.4 -0.1 0.3
0.1 -0.2 -0.1
-0.1 0.0 0.1
0.0 0.1 0.0
0.0 0.0 0.0
0.1 -0.1 -0.1
0.0 -0.1 -0.1
0.0 0.0 0.0
0.0 0.0 0.0
0.1 0.0 0.0
0.2 0.1 -0.1
-0.1 0.0 0.0

***

DFT (ωB97M-V with the def2-TZVPD basis set) results for a molecular structure, C3H3NO3Ti.

Calculated values
- charge = +2
- highest occupied orbital energy (alpha / beta) (eV) = -19.30 / -22.66
- multiplicity = 3

CARTESIAN COORDINATES (ANGSTROEM)
1 O 0.0013 2.2607 -3.4080
2 C 0.0012 1.6269 -2.4339
3 Ti 0.0002 0.2920 -0.1509
4 C 1.6438 -0.8025 -0.5413
5 C -1.6449 -0.7999 -0.5421
6 O 2.6563 -1.3052 -0.8502
7 O -2.6579 -1.3010 -0.8515
8 N -0.0002 0.2763 2.0553
9 H -0.8412 0.7877 2.3829
10 H 0.8323 0.8028 2.3812
11 H 0.0086 -0.6454 2.5392

Force components x, y, z for each atom (eV/Å):
0.0 -3.3 4.9
0.0 3.0 -4.4
0.0 2.9 0.8
7.7 -4.1 -2.4
-7.7 -4.1 -2.4
-5.6 2.7 1.8
5.6 2.7 1.8
0.0 0.3 -0.2
0.6 -0.4 0.2
-0.6 -0.4 0.2
0.0 0.7 -0.3

***

DFT (ωB97M-V with the def2-TZVPD basis set) results for 2 unconnected molecules or ions with the total composition C5H9F5NO8PS.

Calculated values
- SMILES = N=P(O)(O)OC(=O)OS(=O)(=O)C(F)(F)C(F)(F)F.CCO
- charge = 0
- highest occupied orbital energy (eV) = -9.48

CARTESIAN COORDINATES (ANGSTROEM)
1 N 2.6074 2.3373 -0.7825
2 P 1.8456 1.9890 0.6017
3 O 1.8591 3.4574 1.5718
4 O 2.6897 0.7524 1.4894
5 O 0.1796 1.5174 0.4359
6 C 0.0023 0.3580 -0.4496
7 O 0.9149 -0.1765 -1.2644
8 O -1.3167 -0.3335 -0.3918
9 S -2.6005 0.7395 -0.7188
10 O -2.1879 2.0745 -1.3848
11 O -3.5555 0.0252 -1.7533
12 C -3.6469 0.9518 0.8467
13 F -2.8373 0.7112 2.0753
14 F -4.6540 -0.1725 0.7985
15 C -4.5223 2.3369 0.8811
16 F -5.4195 2.2567 2.0773
17 F -5.4047 2.4827 -0.3229
18 F -3.7155 3.5794 1.0255
19 H 3.4567 1.7028 -0.8796
20 H 1.5815 4.1794 0.9282
21 H 2.3991 -0.1739 1.2414
22 C 2.3989 -3.9623 -1.3723
23 C 2.9072 -3.2199 -0.1538
24 O 2.2247 -1.9819 -0.0203
25 H 2.5464 -3.3634 -2.2770
26 H 2.9184 -4.9172 -1.4921
27 H 1.3241 -4.1536 -1.2889
28 H 3.9768 -3.0114 -0.2511
29 H 2.7515 -3.8068 0.7566
30 H 1.2768 -2.1785 0.0739

Force components x, y, z for each atom (eV/Å):
-0.8 -1.5 2.7
4.6 0.7 -1.4
-1.6 -2.9 -2.2
-2.8 1.9 -1.1
0.4 -3.0 -1.6
5.3 -1.9 -3.8
-6.8 4.0 6.0
0.8 3.8 0.4
-2.8 1.1 -9.1
-0.5 -4.5 4.1
3.9 1.9 5.3
-1.3 -3.0 3.0
-2.7 1.2 -4.1
3.4 3.8 0.2
-2.4 2.9 0.8
3.2 0.3 -4.2
3.5 -0.7 4.4
-2.8 -4.7 -0.6
-1.6 0.9 0.1
0.6 -1.2 0.9
0.3 1.1 -0.1
0.0 0.0 -0.2
-0.1 -0.4 0.0
-0.3 0.3 0.6
0.1 -0.1 0.2
-0.1 0.1 0.0
0.1 -0.1 0.1
-0.2 0.2 0.1
0.2 -0.1 0.0
0.5 0.0 -0.2

***

DFT (ωB97M-V with the def2-TZVPD basis set) results for 2 unconnected molecules or ions with the total composition C34H34FN2O5.

Calculated values
- charge = -1
- highest occupied orbital energy (eV) = -3.41
- relative energy (zero: lowest compared OMol25 entry of this formula, charge and spin) (kcal/mol) = 0.0

CARTESIAN COORDINATES (ANGSTROEM)
1 C 3.6722 -2.7396 5.6320
2 C 3.6691 -2.0656 4.2518
3 C 5.0619 -1.4839 4.0214
4 C 3.4376 -3.1445 3.1839
5 C 2.5682 -0.9807 4.1677
6 C 2.8348 0.3303 3.8932
7 C 1.8074 1.3354 3.8121
8 C 2.1312 2.6787 3.5647
9 C 1.1779 3.7366 3.4421
10 C 0.0298 3.6017 2.6073
11 C -0.9111 4.6161 2.5792
12 F -2.0386 4.4455 1.7983
13 C -0.7982 5.7756 3.3371
14 C 0.3336 5.9155 4.1541
15 C 1.3274 4.9481 4.1708
16 C 0.4592 0.9256 4.0741
17 C 0.1092 -0.3689 4.3289
18 C -1.3582 -0.7916 4.5678
19 C -1.7942 -1.8126 3.5089
20 C -2.3181 0.3955 4.4849
21 C -1.5259 -1.4160 5.9593
22 C 1.1672 -1.3898 4.3780
23 O 0.8767 -2.5905 4.5883
24 H 2.7157 -3.2373 5.8162
25 H 4.4784 -3.4848 5.6728
26 H 3.8450 -1.9930 6.4161
27 H 5.1389 -1.0283 3.0277
28 H 5.3100 -0.7376 4.7848
29 H 5.8066 -2.2889 4.0816
30 H 3.4357 -2.6893 2.1865
31 H 4.2450 -3.8873 3.2310
32 H 2.4789 -3.6444 3.3496
33 H 3.8662 0.6546 3.7449
34 H 3.1896 2.9400 3.6068
35 H -0.1019 2.7042 2.0064
36 H -1.5708 6.5364 3.3008
37 H 0.4231 6.7942 4.7912
38 H 2.2085 5.0656 4.8041
39 H -0.3013 1.7013 4.1095
40 H -1.1903 -2.7215 3.5819
41 H -2.8510 -2.0655 3.6611
42 H -1.6762 -1.3855 2.5061
43 H -2.1076 1.1320 5.2701
44 H -2.2696 0.8825 3.5033
45 H -3.3454 0.0354 4.6301
46 H -1.2295 -0.6967 6.7317
47 H -2.5798 -1.6804 6.1145
48 H -0.9115 -2.3156 6.0541
49 C -1.2149 1.9506 -1.7817
50 C -1.3133 3.1800 -2.4782
51 C -1.7089 4.3728 -1.7800
52 C -1.6949 5.6056 -2.3923
53 C -1.2964 5.7156 -3.7446
54 N -1.2618 6.9824 -4.3810
55 O -0.9039 7.0334 -5.5807
56 O -1.5831 7.9994 -3.7265
57 C -0.9316 4.5682 -4.4762
58 C -0.9536 3.3293 -3.8673
59 C -1.0450 0.6842 -2.4158
60 C -1.6567 0.3598 -3.6785
61 C -1.4046 -0.8438 -4.3078
62 C -0.5211 -1.7691 -3.7131
63 N -0.1571 -2.9496 -4.4107
64 O 0.6761 -3.7210 -3.8827
65 O -0.6728 -3.1740 -5.5289
66 C 0.0564 -1.5039 -2.4522
67 C -0.2458 -0.3304 -1.7936
68 H -1.2830 1.9776 -0.6932
69 H -2.0425 4.2796 -0.7422
70 H -1.9991 6.5095 -1.8671
71 H -0.6493 4.6859 -5.5211
72 H -0.6871 2.4500 -4.4535
73 H -2.3461 1.0719 -4.1392
74 H -1.8591 -1.0963 -5.2650
75 H 0.7396 -2.2405 -2.0330
76 H 0.1700 -0.1363 -0.8002

Force components x, y, z for each atom (eV/Å):
-0.2 0.1 0.2
-0.1 0.1 0.0
0.1 0.1 0.0
-0.2 0.0 -0.1
0.9 0.6 -0.2
0.5 -1.1 0.4
0.6 2.3 -0.4
0.4 -3.0 0.9
-1.7 1.8 -0.5
0.7 0.0 0.5
-0.7 0.0 -0.3
1.2 0.2 0.7
0.3 -0.3 0.1
-0.3 0.0 -0.3
0.0 -0.9 -0.2
-1.1 -1.0 0.3
-0.5 1.1 -0.1
0.2 0.0 0.1
0.2 -0.1 -0.2
0.0 0.1 0.0
0.2 -0.1 0.1
-0.6 -2.0 0.1
0.5 1.8 -0.2
0.2 0.1 0.0
-0.2 0.2 0.0
0.0 -0.1 0.0
0.1 0.0 0.1
0.0 0.0 -0.1
-0.2 0.2 0.0
0.0 -0.1 0.1
-0.1 0.1 0.0
0.3 0.1 -0.1
-0.3 -0.1 0.0
-0.2 0.0 -0.2
0.0 0.3 0.0
0.1 -0.1 0.0
0.0 -0.1 -0.2
-0.3 0.0 -0.1
0.2 -0.2 -0.1
-0.2 0.2 -0.1
0.2 0.0 -0.1
-0.1 -0.1 0.1
-0.1 0.0 -0.2
0.0 0.0 0.2
0.2 0.1 0.0
-0.1 -0.1 0.0
0.2 0.0 0.0
-0.2 0.2 0.1
-0.3 0.3 -0.5
-0.1 -0.4 0.2
0.1 0.3 -0.2
0.0 -0.2 -0.1
0.0 -0.1 0.2
0.1 0.7 -0.5
-0.4 0.2 1.3
0.4 -1.0 -0.8
-0.2 -0.3 0.4
-0.2 0.5 -0.1
0.0 -0.2 0.1
0.4 -0.3 0.2
0.2 0.0 0.2
0.0 0.7 0.3
0.4 -1.2 -0.7
-1.1 0.8 -0.8
0.7 0.2 1.4
-0.3 0.0 -0.1
-0.3 -0.1 -0.3
0.2 0.0 -0.2
0.2 0.1 -0.3
0.1 -0.3 -0.1
0.0 -0.1 0.3
0.1 0.3 0.2
0.3 -0.3 0.2
0.1 0.1 0.3
-0.2 0.2 -0.1
-0.1 0.0 -0.4